[1]
C27H32BrF17N2O6 | ωB97M-V/def2-TZVPD

Values from the calculation:
2S+1 ... 1
Energy ... -160022.10803 eV
Max |F| ... 4.43 eV/Å
Energy above the lowest of the compared OMol25 structures with the same formula, charge and spin ... 23.62 kcal/mol
HOMO ... -8.94 eV
HOMO-LUMO gap ... 0.3238 Ha

Element x y z (Å)
C: 6.4427 2.5701 -2.1517
C: 5.4034 1.4268 -2.0747
C: 4.0570 1.9746 -1.5246
Br: 4.3774 3.2616 -0.0352
C: 3.1833 0.9001 -0.9438
C: 3.5098 -0.0286 0.0090
N: 2.3511 -0.7237 0.1880
C: 2.3572 -1.8331 1.2355
O: 2.3408 -1.5323 2.4313
O: 2.3560 -2.9530 0.7440
C: 1.3684 -0.3116 -0.5571
C: -0.0589 -0.8132 -0.6063
F: -0.5183 -0.9600 -1.8601
F: -0.1236 -2.0082 -0.0292
C: -0.9625 0.1400 0.2753
F: -0.8509 -0.3691 1.5160
F: -0.4499 1.3806 0.3901
C: -2.4841 0.1251 -0.0461
F: -2.8426 -1.1725 -0.0942
F: -3.1245 0.6191 1.0198
C: -3.0082 0.7926 -1.3584
F: -4.2704 1.1945 -1.1191
F: -3.1233 -0.1250 -2.3256
C: -2.2425 1.9937 -1.9722
F: -0.9536 1.7244 -2.2774
F: -2.8275 2.2118 -3.1652
C: -2.4013 3.3622 -1.2074
F: -2.5163 3.2127 0.1145
F: -3.5857 3.8526 -1.6244
C: -1.3526 4.4437 -1.6330
F: -1.0717 4.3898 -2.9342
F: -1.9580 5.6341 -1.4469
C: -0.0539 4.5067 -0.7916
F: 0.6219 5.5854 -1.2345
F: 0.7524 3.4693 -1.0096
F: -0.2775 4.7057 0.4889
N: 1.8807 0.7119 -1.2763
H: 7.1659 2.2995 -2.9320
H: 6.9958 2.6918 -1.2220
H: 5.9855 3.5094 -2.4707
H: 5.1935 1.0756 -3.0901
H: 5.7397 0.6252 -1.4151
H: 3.5159 2.5618 -2.2704
H: 4.4385 -0.1908 0.5262
H: 1.4054 1.2749 -1.9663
C: -2.2182 -4.4828 -0.1746
C: -2.6710 -5.8887 0.1258
O: -3.2243 -6.5662 -0.7133
C: -2.4033 -6.4118 1.5132
H: -2.4702 -4.2325 -1.2047
H: -2.7205 -3.7799 0.4914
H: -1.1371 -4.4063 -0.0479
H: -2.9116 -5.7898 2.2521
H: -1.3301 -6.4137 1.7099
H: -2.7779 -7.4305 1.5927
C: -1.1102 -1.5757 5.2963
C: -2.4248 -2.1000 4.7787
O: -2.6268 -3.2842 4.6361
C: -3.4774 -1.0773 4.4377
H: -0.4417 -2.4110 5.4930
H: -0.6513 -0.9263 4.5486
H: -1.2641 -1.0218 6.2242
H: -3.0936 -0.4232 3.6523
H: -3.7418 -0.4919 5.3195
H: -4.3695 -1.5828 4.0720
C: 2.9915 6.5322 4.3758
C: 2.9033 6.1670 2.9147
O: 3.5967 5.2963 2.4414
C: 1.9162 6.9371 2.0747
H: 3.7372 5.9049 4.8599
H: 3.2873 7.5772 4.4818
H: 2.0271 6.3705 4.8599
H: 2.1674 7.9990 2.0851
H: 0.9055 6.7932 2.4595
H: 1.9574 6.5776 1.0502
C: -1.3562 -6.6549 -3.3374
C: -1.3667 -5.8191 -4.5906
O: -0.3725 -5.2560 -4.9908
C: -2.6794 -5.7124 -5.3297
H: -0.3556 -6.6468 -2.9076
H: -2.0553 -6.2420 -2.6088
H: -1.6305 -7.6846 -3.5720
H: -3.4353 -5.2626 -4.6838
H: -3.0091 -6.7021 -5.6492
H: -2.5484 -5.0843 -6.2092

---

[2]
C35H52N4PtS | ωB97M-V/def2-TZVPD

Values from the calculation:
<S²> ... 6.020
2S+1 ... 5
Energy ... -57172.89790 eV
Max |F| ... 8.07 eV/Å
HOMO (alpha / beta) ... 2.20 / -2.19 eV
HOMO-LUMO gap (alpha / beta) ... 0.0655 / 0.1923 Ha
Total charge ... -2

Element x y z (Å)
Pt: -0.0489 0.6641 0.1189
C: -1.3752 4.2419 1.4473
C: -0.5371 2.1918 1.1276
N: -1.5313 3.0290 0.7672
H: 0.3055 4.8331 2.8561
N: 0.2063 2.8054 2.0724
H: -2.0024 5.1000 1.1251
C: 1.1681 1.1530 -1.5000
C: 1.8284 0.1106 -2.1677
C: 2.8622 0.4689 -3.0478
C: 3.2418 1.8153 -3.1542
C: 2.5548 2.8322 -2.4938
C: 1.5126 2.5071 -1.6381
H: 1.6072 -0.9052 -1.8857
H: 3.4267 -0.3022 -3.6020
H: 2.9143 3.8532 -2.6222
H: 1.0989 3.2859 -1.0189
C: 4.3906 2.1631 -4.0440
H: 4.3958 3.2437 -4.1579
H: 4.1971 1.6695 -4.9879
H: 5.3771 1.8573 -3.6772
C: -2.4361 2.6462 -0.3306
C: -3.6057 3.5833 -0.3155
C: -1.8038 2.6496 -1.7317
H: -3.2764 4.6052 -0.5287
H: -4.2935 3.2459 -1.0911
H: -4.0802 3.5157 0.6691
H: -3.7289 1.1307 -1.0145
H: -3.4711 0.9979 0.7347
H: -1.0773 1.8583 -1.8948
C: -2.9923 1.2309 -0.2059
H: -1.3415 3.5974 -1.9747
H: -2.6064 2.4456 -2.4434
H: -2.2760 0.4062 -0.4012
C: -0.3038 4.1049 2.2613
C: 2.6152 2.1407 1.5731
H: 2.8951 3.1168 1.2015
H: 3.4718 1.7166 2.1105
C: 1.4566 2.1633 2.5759
H: 2.3031 0.3437 3.2693
C: 1.8830 2.8946 3.8078
H: 1.0815 2.8512 4.5479
H: 2.4453 1.4718 0.7150
H: 1.0560 -0.0164 2.1339
H: 2.1264 3.9306 3.5647
H: 2.7641 2.3834 4.1843
C: 1.3129 0.6921 2.9397
H: 0.6218 0.5144 3.7545
C: -0.0117 -4.9868 -1.8122
N: -0.1934 -3.6140 -1.9923
H: 1.5424 -5.9917 -0.6102
N: 1.4720 -3.8648 -0.6158
H: -0.6234 -5.6633 -2.3518
C: -1.3283 -2.8165 -2.5873
C: -1.6596 -3.4793 -3.8796
C: -2.5186 -2.7342 -1.6682
H: -2.0056 -4.4870 -3.7012
H: -2.4366 -2.8678 -4.2895
H: -0.7782 -3.4681 -4.5117
H: -1.6960 -0.8695 -3.2898
H: 0.0159 -1.2356 -3.3703
H: -2.3323 -2.1695 -0.7454
C: -0.8870 -1.3664 -2.7774
H: -2.9039 -3.7208 -1.4310
H: -3.2418 -2.1927 -2.2578
H: -0.7573 -0.8623 -1.8142
C: 1.0160 -5.1413 -0.9679
C: 1.7152 -3.3321 1.8132
H: 1.3547 -4.2946 2.1552
H: 2.4834 -2.9900 2.5064
C: 2.3920 -3.3933 0.4598
H: 3.4914 -1.7321 1.0282
C: 3.5558 -4.3290 0.4361
H: 4.0069 -4.3254 -0.5508
H: 0.8967 -2.5985 1.8473
H: 2.0166 -1.1929 0.2500
H: 3.2355 -5.3197 0.7101
H: 4.2395 -3.9297 1.1600
C: 2.8297 -1.9432 0.1914
H: 3.3821 -1.7668 -0.7193
C: 0.8840 -3.1030 -1.4800
S: -1.0872 -1.2223 1.4140
C: -2.4376 -0.6502 2.4256
C: -3.7591 -1.1613 2.2732
C: -4.7989 -0.5309 2.9436
C: -4.5577 0.5470 3.7878
C: -3.2572 0.9858 4.0033
C: -2.1996 0.3683 3.3599
H: -3.9490 -2.0179 1.6185
H: -5.8197 -0.8792 2.8502
H: -5.3863 1.0266 4.3073
H: -3.0533 1.7884 4.6998
H: -1.1827 0.6896 3.5548

---

[3]
C29H19F3N4RuS | ωB97M-V/def2-TZVPD

Values from the calculation:
<S²> ... 6.052
2S+1 ... 5
Energy ... -57893.69762 eV
Max |F| ... 4.01 eV/Å
Energy above the lowest of the compared OMol25 structures with the same formula, charge and spin ... 68.19 kcal/mol
HOMO (alpha / beta) ... -13.71 / -14.25 eV
HOMO-LUMO gap (alpha / beta) ... 0.2515 / 0.2108 Ha
Total charge ... +2

Element x y z (Å)
Ru: -0.4487 0.1635 -0.3356
C: -2.4700 3.7777 0.9774
C: -1.5130 3.0274 0.3024
N: -1.1713 1.7955 0.7211
C: -1.4561 1.4323 2.0196
C: -2.1735 2.2652 2.8644
C: -2.8664 3.3189 2.2261
C: -2.3477 1.9005 4.2356
C: -1.9339 0.6903 4.7112
C: -1.0809 -0.1473 3.9490
C: -0.3776 -1.2490 4.4283
C: 0.6194 -1.7731 3.6664
C: 0.8764 -1.1937 2.3964
N: 0.0383 -0.3759 1.7798
C: -0.9226 0.2536 2.5940
H: -2.6611 4.8411 0.7025
H: -1.0698 3.4142 -0.5962
H: -3.6320 3.8496 2.8081
H: -3.0339 2.6291 4.7579
H: -2.2869 0.3697 5.7114
H: -0.5407 -1.6945 5.4237
H: 1.2055 -2.6171 3.9770
H: 1.8305 -1.3195 1.9307
C: 0.3202 -4.3482 -0.9879
C: -0.2933 -4.5354 -2.2427
C: -0.9111 -3.4531 -2.8215
C: -0.9620 -2.2000 -2.1414
N: -0.4024 -2.0470 -0.9161
C: 0.2917 -3.0915 -0.3981
C: -1.6416 -1.0312 -2.7014
C: -2.5813 -1.2394 -3.7375
C: -3.4134 -0.1639 -4.1116
C: -3.2537 1.0844 -3.5216
C: -2.2466 1.2554 -2.5585
C: -1.6688 0.1913 -1.9690
H: 0.9422 -5.1679 -0.5719
H: -0.2014 -5.4324 -2.8288
H: -1.1647 -3.3997 -3.8613
H: 0.8769 -2.8856 0.4507
H: -2.7644 -2.2302 -4.2218
H: -4.1607 -0.4132 -4.8483
H: -3.9779 1.8887 -3.6899
H: -1.9108 2.2581 -2.3185
F: 4.1268 3.5255 -2.0341
C: 3.9779 2.8680 -0.8564
F: 2.8380 3.3631 -0.2845
F: 5.0165 3.3564 -0.0971
C: 3.9268 1.3555 -0.8525
C: 5.0746 0.6719 -1.1589
C: 5.1259 -0.7073 -0.8299
C: 3.9728 -1.2542 -0.2716
N: 2.7393 -0.7049 -0.2634
C: 2.6988 0.5796 -0.6208
S: 1.1728 1.1332 -1.2361
H: 5.9568 1.1170 -1.6918
H: 5.9333 -1.3968 -1.1832
H: 3.9788 -2.3043 0.1258

---

[4]
C41H34GeN6O5SZr | ωB97M-V/def2-TZVPD

Values from the calculation:
2S+1 ... 1
Energy ... -130886.26096 eV
Max |F| ... 0.73 eV/Å
Energy above the lowest of the compared OMol25 structures with the same formula, charge and spin ... 0.00 kcal/mol
HOMO ... -7.87 eV
HOMO-LUMO gap ... 0.2833 Ha

Element x y z (Å)
Zr: -0.4004 0.0174 -0.2188
N: 2.0153 -3.4250 -2.2153
C: 1.3937 -2.5954 -1.3354
S: -0.2708 -2.2271 -1.6648
N: 2.0947 -2.1920 -0.3215
N: 1.4058 -1.3414 0.5271
C: 2.0668 -1.1160 1.6109
C: 1.6573 -0.3017 2.7313
C: 2.5591 -0.1027 3.7864
C: 2.2067 0.6408 4.8911
C: 0.9221 1.1862 4.9631
C: 0.0095 0.9951 3.9465
C: 0.3713 0.2550 2.8134
O: -0.4810 0.1030 1.8213
H: 1.6269 -3.5132 -3.1387
H: 3.0136 -3.5053 -2.1140
H: 3.0314 -1.6146 1.6949
H: 3.5458 -0.5462 3.7160
H: 2.9109 0.7939 5.6971
H: 0.6342 1.7684 5.8299
H: -0.9875 1.4131 3.9906
O: -3.0099 3.5514 0.2060
C: -2.1236 2.7289 0.1397
N: -2.1999 1.4040 -0.2084
C: -3.4137 0.8972 -0.6138
O: -4.4072 1.4936 -0.9607
C: -3.4574 -0.6114 -0.5335
C: -4.5330 -1.3024 -1.0587
C: -4.6275 -2.6526 -0.7734
C: -3.6542 -3.2453 0.0246
C: -2.5764 -2.4891 0.4424
N: -2.4723 -1.1864 0.1583
C: -0.7223 3.1341 0.5327
C: -0.4718 4.3720 1.0961
C: 0.8281 4.6806 1.4584
C: 1.8350 3.7548 1.2296
C: 1.5043 2.5472 0.6425
N: 0.2464 2.2474 0.3107
H: -5.2605 -0.7591 -1.6442
H: -5.4522 -3.2392 -1.1565
H: -3.7080 -4.2906 0.2933
H: -1.7565 -2.9272 0.9956
H: -1.3015 5.0503 1.2338
H: 1.0537 5.6352 1.9157
H: 2.8624 3.9563 1.4967
H: 2.2491 1.7955 0.4133
O: -0.6569 0.7549 -2.4376
C: 0.5922 0.8136 -2.5337
O: 1.2903 0.5170 -1.5023
C: 1.2799 1.1807 -3.8097
C: 0.3467 1.6512 -4.9200
Ge: -0.6639 0.2651 -5.8928
C: 0.2393 -1.4597 -5.7640
C: 1.5450 -1.6000 -6.2438
C: 2.1912 -2.8274 -6.2236
C: 1.5308 -3.9470 -5.7309
C: 0.2373 -3.8242 -5.2427
C: -0.3980 -2.5877 -5.2549
C: -0.6426 0.7882 -7.7733
C: -1.1003 2.0597 -8.1236
C: -1.1191 2.4734 -9.4473
C: -0.6801 1.6157 -10.4477
C: -0.2276 0.3480 -10.1172
C: -0.2104 -0.0613 -8.7886
C: -2.5308 0.1057 -5.3772
C: -3.3423 -0.7778 -6.0926
C: -4.7015 -0.8707 -5.8335
C: -5.2765 -0.0609 -4.8621
C: -4.4870 0.8269 -4.1453
C: -3.1219 0.9005 -4.3982
H: 1.8438 0.2890 -4.1044
H: 2.0413 1.9218 -3.5520
H: 0.9423 2.1402 -5.6947
H: -0.3416 2.4110 -4.5457
H: 2.0682 -0.7422 -6.6565
H: 3.2016 -2.9145 -6.6029
H: 2.0226 -4.9125 -5.7299
H: -0.2789 -4.6889 -4.8441
H: -1.4028 -2.5040 -4.8596
H: -1.4594 2.7408 -7.3582
H: -1.4791 3.4630 -9.6995
H: -0.6941 1.9354 -11.4819
H: 0.1106 -0.3271 -10.8935
H: 0.1446 -1.0571 -8.5475
H: -2.9134 -1.3987 -6.8734
H: -5.3138 -1.5635 -6.3976
H: -6.3406 -0.1171 -4.6678
H: -4.9212 1.4497 -3.3748
H: -2.5168 1.5757 -3.8052

---

[5]
C27H56N8O2S2Si3Sn | ωB97M-V/def2-TZVPD

Values from the calculation:
2S+1 ... 1
Energy ... -96047.25917 eV
Max |F| ... 0.60 eV/Å
Energy above the lowest of the compared OMol25 structures with the same formula, charge and spin ... 2.17 kcal/mol
HOMO ... -12.60 eV
HOMO-LUMO gap ... 0.2103 Ha
Total charge ... +2

Element x y z (Å)
Sn: 0.2381 0.2633 0.2629
C: 4.7561 1.5536 2.1750
Si: 2.9951 0.9314 2.1183
C: 2.8454 -0.5179 3.2966
C: 1.8779 2.2571 2.8581
C: 2.4722 0.4793 0.3628
Si: 3.1331 -1.2258 -0.1558
C: 2.7979 -1.5467 -1.9802
C: 2.3332 -2.6347 0.8150
C: 4.9678 -1.4209 0.1414
Si: 2.9548 1.7520 -0.9013
C: 4.6192 1.5428 -1.7231
C: 2.9202 3.5670 -0.4020
C: 1.5993 1.5815 -2.2425
C: 1.7106 2.0678 -3.5420
C: 0.6702 1.8992 -4.4407
C: -0.4844 1.2428 -4.0311
C: -0.5554 0.7858 -2.7335
N: 0.4603 0.9563 -1.8709
H: 5.0517 1.7609 3.2069
H: 4.8961 2.4768 1.6085
H: 5.4541 0.8154 1.7758
H: 2.9806 -0.1617 4.3212
H: 3.5996 -1.2852 3.1168
H: 1.8641 -0.9983 3.2328
H: 2.1605 2.4205 3.9017
H: 0.8261 1.9466 2.8547
H: 1.9666 3.2248 2.3556
H: 1.7316 -1.5651 -2.2110
H: 3.2182 -2.5200 -2.2508
H: 3.2653 -0.8081 -2.6339
H: 1.2968 -2.4523 1.1067
H: 2.9007 -2.8551 1.7195
H: 2.3415 -3.5392 0.1996
H: 5.5735 -0.6928 -0.3986
H: 5.2833 -2.4170 -0.1817
H: 5.2096 -1.3370 1.2036
H: 5.4101 1.6029 -0.9704
H: 4.7984 2.3520 -2.4359
H: 4.7360 0.5982 -2.2526
H: 3.4742 3.7507 0.5207
H: 1.9298 4.0071 -0.2898
H: 3.4241 4.1356 -1.1882
H: 2.6209 2.5691 -3.8460
H: 0.7554 2.2712 -5.4536
H: -1.3138 1.0877 -4.7064
H: -1.4292 0.2658 -2.3548
N: -0.3056 2.9517 0.4552
C: -1.2253 4.0451 0.8811
C: -1.5098 4.1571 2.3814
C: -2.7294 3.3954 2.9266
C: -2.4169 2.1195 3.6850
N: -2.0000 1.1294 2.6768
H: 0.5991 3.1557 0.8684
H: -0.1718 3.0772 -0.5451
H: -2.1601 3.9282 0.3282
H: -0.7891 4.9973 0.5703
H: -1.6757 5.2188 2.5646
H: -0.6130 3.8916 2.9493
H: -3.4121 3.1620 2.1004
H: -3.2952 4.0291 3.6088
H: -3.2966 1.7593 4.2265
H: -1.6086 2.2687 4.3996
H: -2.4748 1.2280 1.7674
H: -2.4141 -0.7542 2.1743
S: -3.3688 -0.3619 -0.0013
C: -5.0921 -0.3579 0.0994
N: -5.7967 0.6073 -0.4865
C: -7.2621 0.6547 -0.5161
C: -7.7910 -0.0096 0.7418
C: -7.2135 -1.4098 0.8301
N: -5.7509 -1.3224 0.7425
H: -5.2631 1.2965 -0.9887
H: -7.6284 0.1401 -1.4071
H: -7.5673 1.6968 -0.5793
H: -8.8782 -0.0454 0.7293
H: -7.4801 0.5688 1.6144
H: -7.5925 -2.0336 0.0178
H: -7.4698 -1.8908 1.7718
H: -5.1900 -2.0840 1.0824
N: -0.3295 -2.1738 -0.8528
C: -0.2821 -3.1870 -1.4164
N: -0.2631 -4.3449 -2.0279
C: -0.4541 -4.4289 -3.4872
C: 0.8921 -4.6678 -4.1483
O: 1.5156 -5.8158 -3.6058
C: 1.7669 -5.6798 -2.2205
C: 0.4677 -5.4916 -1.4575
H: -0.9252 -3.5151 -3.8447
H: -1.1200 -5.2709 -3.6806
H: 1.5368 -3.7886 -4.0119
H: 0.7656 -4.8504 -5.2138
H: 2.4326 -4.8240 -2.0424
H: 2.2701 -6.5893 -1.8979
H: 0.6398 -5.3219 -0.3960
H: -0.1655 -6.3715 -1.5795
O: -0.7904 0.0171 5.0969
S: -1.4069 -0.9162 4.1982
N: -2.0440 -0.1760 2.9610